DFT (ωB97M-V/def2-TZVPD) results for a single C9H21BN4O4 molecule in a non-equilibrium geometry.

## Properties
**HOMO-LUMO gap**: 0.3305 hartree
**Largest force on an atom**: 0.083 hartree/bohr
**E_LUMO**: 0.019 Eh
**ΔE to the lowest compared entry with this formula, charge and spin**: 35.1 kcal per mole
**E**: -24502.3237 eV

ORCA input file:
```
! wB97M-V def2-TZVPD RIJCOSX def2/J DEFGRID3
* xyz 0 1
O 0.165 3.009 2.799
O 2.327 4.050 2.361
O -1.518 0.477 1.764
O -2.503 -1.238 0.736
N -0.747 -3.496 -3.729
N -0.080 -2.486 -1.673
N -2.265 -2.731 -2.195
N 0.926 -0.501 1.047
C -1.097 -2.899 -2.551
C -1.486 -0.412 0.981
C -0.197 0.154 -1.161
C 0.993 3.580 0.262
C -0.291 -2.226 -0.226
C -0.204 1.694 -0.865
C 1.172 2.226 -0.386
C -0.245 -0.726 0.139
C 0.883 -1.181 2.348
B 1.112 3.475 1.884
H -1.042 -0.235 -1.796
H -1.235 -2.586 0.141
H 0.181 -3.269 -4.176
H 1.794 4.328 0.039
H -0.493 2.156 -1.831
H 0.087 4.077 -0.056
H -2.479 -2.260 -1.321
H 0.524 -2.711 0.259
H -0.922 1.874 -0.082
H 1.525 1.557 0.427
H 1.748 -0.211 0.645
H -3.174 -1.029 1.448
H -0.512 2.333 2.521
H 2.223 3.933 3.283
H 1.918 2.197 -1.211
H -0.114 -1.222 2.825
H -1.501 -3.847 -4.312
H 1.293 -2.207 2.267
H 1.655 -0.746 3.052
H 0.728 -0.225 -1.675
H 0.848 -2.674 -1.980
*
```